[1]
53
Properties=species:S:1:pos:R:3 method="wB97M-V/def2-TZVPD" gap_ev=8.6 homo_ev=-8.1 smiles="COc1ccc(C(=O)Nc2ccc(Cl)cc2C(=O)NCCN2CCOCC2)cc1"
C -5.851 -3.396 0.649
O -5.321 -2.293 -0.046
C -3.975 -2.126 -0.082
C -3.050 -2.972 0.525
C -1.696 -2.713 0.415
C -1.237 -1.611 -0.298
C 0.193 -1.261 -0.426
O 0.569 -0.145 -0.730
N 1.086 -2.279 -0.214
C 2.467 -2.094 -0.241
C 3.281 -3.049 -0.843
C 4.648 -2.867 -0.921
C 5.207 -1.711 -0.400
Cl 6.915 -1.462 -0.508
C 4.416 -0.760 0.224
C 3.044 -0.946 0.317
C 2.231 -0.020 1.176
O 1.487 -0.451 2.038
N 2.477 1.293 0.995
C 1.882 2.300 1.843
C 1.394 3.561 1.107
N 0.302 3.447 0.169
C -0.846 2.700 0.652
C -2.013 2.951 -0.304
O -1.697 2.556 -1.618
C -0.550 3.233 -2.077
C 0.653 2.983 -1.164
C -2.170 -0.750 -0.883
C -3.516 -1.006 -0.783
H -6.932 -3.321 0.538
H -5.595 -3.363 1.713
H -5.509 -4.343 0.221
H -3.373 -3.830 1.094
H -1.006 -3.366 0.930
H 0.749 -3.229 -0.217
H 2.835 -3.943 -1.256
H 5.275 -3.612 -1.385
H 4.877 0.109 0.669
H 3.043 1.594 0.219
H 2.620 2.622 2.590
H 1.058 1.814 2.371
H 2.236 4.015 0.576
H 1.074 4.264 1.887
H -1.109 3.055 1.651
H -0.647 1.618 0.688
H -2.887 2.366 -0.009
H -2.265 4.023 -0.292
H -0.355 2.857 -3.083
H -0.754 4.314 -2.120
H 1.507 3.558 -1.530
H 0.889 1.912 -1.182
H -1.818 0.125 -1.410
H -4.243 -0.350 -1.236



[2]
51
Properties=species:S:1:pos:R:3 method="wB97M-V/def2-TZVPD" gap_ev=7.3 homo_ev=-7.2
Ga -0.915 -0.245 0.246
O -1.981 0.294 1.951
N -3.105 -0.356 2.183
C -3.639 -0.240 3.418
C -4.817 -0.853 3.741
C -5.467 -1.612 2.765
C -4.909 -1.719 1.517
C -3.702 -1.079 1.201
S -2.973 -1.179 -0.350
H -3.056 0.377 4.084
H -5.220 -0.734 4.735
H -6.401 -2.108 2.987
H -5.383 -2.297 0.737
Se 0.176 -1.314 -1.813
C 1.861 -0.978 -1.171
N 2.898 -0.765 -0.707
C 2.545 2.715 -5.480
C 1.945 2.580 -4.109
C 0.581 2.418 -3.937
C 0.005 2.310 -2.674
C -1.487 2.162 -2.586
C 0.836 2.341 -1.552
Te 0.024 2.116 0.393
C 2.214 2.548 -1.697
C 3.146 2.642 -0.525
C 2.742 2.657 -2.975
H 1.878 2.314 -6.243
H 3.496 2.187 -5.547
H 2.734 3.762 -5.722
H -0.062 2.374 -4.808
H -1.952 2.499 -3.512
H -1.902 2.733 -1.756
H -1.773 1.116 -2.436
H 3.230 1.676 -0.027
H 2.799 3.366 0.212
H 4.137 2.946 -0.858
H 3.811 2.802 -3.087
C 2.049 -1.268 2.867
P 0.897 -2.413 2.110
C 0.168 -3.423 3.403
C 1.841 -3.516 1.067
O -0.205 -1.674 1.397
H 2.750 -1.777 3.526
H 1.484 -0.523 3.427
H 2.597 -0.761 2.071
H 0.930 -3.958 3.967
H -0.510 -4.140 2.939
H -0.406 -2.786 4.076
H 2.592 -4.035 1.661
H 2.330 -2.940 0.281
H 1.169 -4.241 0.608



ΔE to the lowest compared entry with this formula, charge and spin (computed, eV): 0.320 0.218